ORCA calculation (the ωB97M-V functional and the def2-TZVPD basis) on C28H37ClN4P2V as an isolated structure.

```
73
Properties=species:S:1:pos:R:3:forces:R:3:mulliken_charge:R:1
V -0.5875 1.1539 0.8883 2.2887 1.0450 2.3667 -0.19
C -1.7042 1.5844 -3.1832 -0.7240 0.0634 -1.0542 -0.42
C -1.7884 0.2587 -3.0548 -0.6671 0.2825 -1.0978 -0.03
C -0.9258 -0.7057 -3.8029 0.3147 -0.4836 -0.2121 -1.05
C 0.5704 -0.3722 -3.9284 0.5541 -0.3919 -0.4362 -1.14
C 1.1600 0.3137 -2.7357 1.2332 0.5718 -0.4898 0.23
C 1.0098 1.6205 -2.4409 1.0047 -0.8820 -0.8305 -0.25
C 0.5815 2.5936 -3.4902 -0.9437 0.7803 -0.0205 -1.20
C -0.7658 2.2451 -4.1537 0.2859 0.3847 -0.3187 -0.96
C 1.4074 0.6311 2.8178 0.2606 0.5307 0.5104 -1.91
H -2.4404 2.2873 -2.7865 0.3101 -0.6542 0.3120 0.35
H -2.6609 -0.2352 -2.6369 0.3463 0.4811 0.3347 0.64
H -1.2884 -0.8681 -4.8337 -0.1710 0.1190 0.3283 0.37
H -1.0257 -1.6804 -3.3133 0.0722 0.0133 -0.0268 0.37
H 1.1087 -1.3259 -4.0435 -0.1760 0.2312 -0.1163 0.42
H 0.7567 0.1761 -4.8606 0.0062 0.0332 0.2378 0.41
H 1.9853 -0.2764 -2.3041 -0.9249 0.3122 0.6291 0.44
H 1.3709 2.0509 -1.5130 0.4650 -0.1124 0.0261 0.42
H 1.3248 2.7105 -4.2973 0.0800 -0.2401 0.4767 0.31
H 0.4698 3.5809 -3.0392 0.1091 0.0244 0.0952 0.35
H -1.2181 3.1867 -4.5083 0.0742 -0.3389 0.1378 0.48
H -0.5669 1.6617 -5.0672 -0.3515 -0.0235 0.4552 0.28
H 0.5591 1.3443 2.7384 -0.0130 -0.3729 -0.1262 0.01
H 2.2390 1.2934 3.0619 0.2121 -0.2407 0.2747 0.77
H 1.2550 -0.1151 3.6102 -0.4281 0.5429 -0.2865 0.54
P 1.8820 -0.2441 1.3654 -1.1478 1.6724 0.8534 0.98
P -1.5410 -0.9874 1.4307 1.1287 0.7988 1.2729 0.37
N 2.9323 0.9251 0.6991 -0.1363 -0.9492 -0.7164 0.70
N 2.7525 -1.4998 2.0659 0.2653 -0.8905 0.2077 0.46
N -2.4679 0.5660 0.5223 -0.5691 -0.4302 1.0527 0.63
N -2.8664 -2.0684 1.6883 -1.3091 -0.7986 -0.2042 0.62
C 0.9249 -0.8897 0.0096 -0.5058 -0.7475 -0.5085 1.39
C -0.4639 -1.5871 0.0913 -0.7228 -0.8719 -1.0510 -1.16
C 3.0793 2.2958 0.9516 0.5621 -0.1860 -0.0731 -0.42
C 4.1485 2.7397 0.2001 -0.6835 -0.7415 0.1558 -0.81
C 4.6331 1.6235 -0.5705 -0.7007 -0.2943 0.3707 -0.81
C 3.8555 0.5250 -0.2610 0.5463 1.4009 0.1825 -0.43
C 3.7437 -1.3613 3.0553 0.2742 -0.9694 -0.4787 -0.53
C 4.4502 -2.5528 3.1242 -0.9153 0.9355 -0.4898 -0.66
C 3.8439 -3.4702 2.1906 -0.7850 1.1833 -0.0727 -0.68
C 2.7776 -2.8121 1.5980 1.3939 -0.4614 0.3161 -0.31
C -2.3950 2.0532 0.8345 -0.9126 -0.6359 -0.3926 0.05
C -3.1792 2.6734 -0.1578 0.5335 -0.3262 0.1988 -0.61
C -3.7585 1.6927 -0.9674 0.4326 -1.5408 0.1466 -1.44
C -3.2729 0.4395 -0.5385 -1.6370 1.2742 -0.5895 -0.40
C -4.0876 -2.3025 1.0267 -0.1607 -0.7418 1.0981 -0.21
C -4.9065 -3.0757 1.8387 0.9325 0.5771 -0.2185 -0.59
C -4.1766 -3.3459 3.0526 0.6128 0.4796 -0.7422 -0.71
C -2.9399 -2.7471 2.9324 -0.7022 0.1417 -0.4935 -0.26
H 1.5916 -1.5937 -0.4895 0.1838 -0.3959 -0.4637 1.72
H 0.8527 -0.0775 -0.7289 0.0639 0.0122 0.5412 -2.71
H -1.0087 -1.4453 -0.8505 0.6296 -0.0099 -0.3642 0.05
H -0.3433 -2.6705 0.2159 0.0067 -0.0270 0.0102 0.30
H 2.4312 2.8053 1.6639 0.3012 -0.1494 -0.3848 0.39
H 4.5338 3.7494 0.2168 -0.0506 -0.1410 -0.1039 0.47
H 5.4473 1.6400 -1.2691 0.1288 -0.0185 -0.0837 0.48
H 3.8819 -0.5052 -0.5731 0.1698 -0.0161 -0.0985 0.44
H 3.7918 -0.4431 3.6205 0.2951 -0.0934 -0.1167 0.38
H 5.3097 -2.7333 3.7536 -0.1790 -0.0236 -0.0009 0.45
H 4.1726 -4.4691 1.9768 -0.1307 -0.2048 0.0828 0.46
H 2.0133 -3.1663 0.9287 0.1353 -0.0274 -0.1448 0.40
H -2.2348 2.4743 1.8529 -0.2248 -0.1270 -0.7867 0.23
H -3.2465 3.7448 -0.2870 -0.2867 -0.0706 0.2402 0.43
H -4.3957 1.8246 -1.8254 -0.0914 0.1063 -0.0155 0.56
H -3.5253 -0.5508 -0.8700 -0.1261 0.1856 -0.2921 0.55
H -4.2540 -1.9366 0.0329 -0.1389 0.0016 0.0877 0.36
H -5.9153 -3.4124 1.6167 0.3076 0.1338 -0.0626 0.42
H -4.5368 -3.9103 3.9029 0.1585 0.0623 -0.1345 0.42
H -2.0978 -2.7190 3.6096 -0.1951 0.1361 -0.1312 0.34
Cl -1.1541 -0.2507 4.3994 0.1313 -0.1866 0.4628 -0.21
C -1.5063 0.9460 3.0925 0.1894 1.4704 0.8402 -1.67
H -2.5803 1.1340 3.2232 0.1159 -0.1788 -0.2626 0.68
H -1.0216 1.8619 3.4823 -0.4053 0.0079 0.1877 0.59
```
Positions in Å, forces in eV/Å.

The expectation value of S² is 3.908. The HOMO-LUMO gap (spin up / spin down) comes out at 5.07 / 4.23 eV. Its HOMO energy (spin up / spin down) is -0.183 / -0.153 Eh. Its multiplicity is 4. Its total charge is 0.

=====

ORCA calculation (the ωB97M-V functional and the def2-TZVPD basis) on C28H37IrN5O5 as an isolated structure.

```
76
Properties=species:S:1:pos:R:3:forces:R:3:mulliken_charge:R:1
Ir -0.6163 -0.8525 -0.7475 -0.1683 0.8023 -2.0420 1.98
C -0.8340 -1.2739 4.4125 0.0445 -0.0123 -0.0926 -0.99
N -1.1572 -1.9353 3.1525 -0.0462 -0.0942 0.1776 0.19
C -0.7588 -3.3315 3.0332 0.0139 0.0619 -0.0268 -1.13
C -1.6080 -1.2746 2.0842 0.0014 -0.1044 -0.2422 0.58
O -1.8131 -1.8275 0.9938 -0.0886 0.4516 0.2014 -0.82
C -1.9221 0.2090 2.2794 -0.1252 -0.0180 -0.0863 -0.75
O -1.8852 0.8908 1.0629 0.0003 0.1094 0.0514 -0.15
C -3.0299 1.3895 0.4410 0.1139 -0.1657 0.0200 -0.86
C -3.3581 0.6432 -0.8587 0.1593 -0.4347 0.0853 1.07
O -2.8464 -0.4495 -1.1331 -0.1972 0.2494 -0.4906 -0.90
N -4.2779 1.1919 -1.6604 -0.1663 0.1781 -0.1053 0.19
C -4.9636 2.4476 -1.3978 -0.0090 -0.1083 -0.0075 -1.01
C -4.6745 0.5080 -2.8846 0.0398 0.0303 0.0497 -1.14
H -0.7099 -2.0399 5.1738 -0.0127 -0.0090 0.0115 0.36
H 0.0996 -0.7099 4.3360 0.0069 -0.0227 -0.0033 0.28
H -1.6338 -0.6099 4.7364 -0.0131 -0.0115 0.0003 0.38
H -1.2645 -3.9260 3.7948 0.0029 0.0026 0.0217 0.38
H -1.0316 -3.6941 2.0484 -0.0022 0.0160 -0.0303 0.27
H 0.3220 -3.4166 3.1589 -0.0158 -0.0018 0.0282 0.38
H -2.9043 0.2911 2.7606 -0.0147 -0.0237 0.0658 0.40
H -1.1793 0.6700 2.9294 0.0245 0.0242 0.0179 0.62
H -3.9059 1.3496 1.0991 -0.0344 -0.0107 0.0092 0.62
H -2.8205 2.4302 0.2030 -0.0387 0.0810 -0.0079 -0.01
H -4.4044 3.0812 -0.7185 0.0000 0.0044 -0.0062 0.39
H -5.0755 2.9848 -2.3388 0.0029 0.0163 -0.0070 0.37
H -5.9585 2.2756 -0.9800 -0.0173 -0.0103 -0.0073 0.31
H -4.2191 -0.4746 -2.9092 0.0128 -0.0252 0.0160 0.32
H -5.7608 0.4108 -2.9123 -0.0039 0.0082 -0.0085 0.38
H -4.3427 1.0790 -3.7532 -0.0235 0.0207 -0.0088 0.34
C 0.1000 -4.8766 -1.7408 -0.1330 0.0083 -0.1312 -1.52
C 0.2807 -3.3858 -1.8448 -0.2238 -0.0727 -0.1890 0.78
O -0.7654 -2.6725 -1.5647 -0.4393 -1.0026 1.2046 -0.54
C 1.4607 -2.8532 -2.2546 0.2712 -0.0397 0.2146 -0.97
C 1.6943 -1.4615 -2.3771 0.1105 0.1898 -0.2610 1.43
C 3.0366 -1.0104 -2.8712 -0.0283 -0.0642 -0.1904 -1.42
N 0.8078 -0.5526 -2.0638 0.6906 0.5395 -0.5304 0.20
N 1.2180 0.7595 -2.3015 0.3741 -0.3882 -0.0621 -0.65
C 0.3941 1.5991 -1.7885 -0.4724 0.2415 -0.2949 -0.45
O -0.7236 1.2426 -1.2464 -0.0885 0.2548 1.3440 -0.75
C 0.7458 3.0495 -1.8183 -0.1327 -0.0465 -0.1542 0.32
C 1.8938 3.4991 -2.4663 0.0060 -0.0333 -0.0292 -0.37
C 2.2486 4.8366 -2.4064 -0.0075 0.0059 -0.0012 -0.71
C 1.4599 5.7409 -1.7038 -0.0141 -0.0285 -0.0126 -0.36
C 0.3100 5.2992 -1.0660 -0.0278 -0.0678 -0.0337 -0.87
C -0.0460 3.9575 -1.1276 -0.0201 0.0693 0.0372 0.18
H -0.8086 -5.0927 -1.1822 0.0291 0.0013 0.0092 0.35
H 0.9566 -5.3289 -1.2399 -0.0033 0.0083 -0.0277 0.37
H 0.0114 -5.3222 -2.7338 0.0073 -0.0151 0.0254 0.37
H 2.2759 -3.5220 -2.4892 0.0354 0.0285 0.0351 0.32
H 3.6407 -1.8699 -3.1545 0.0000 0.0073 0.0282 0.39
H 3.5342 -0.4540 -2.0746 0.0003 0.0097 -0.0161 0.32
H 2.9384 -0.3348 -3.7184 0.0234 -0.0006 0.0004 0.33
H 2.5034 2.7826 -3.0013 0.0055 0.0248 0.0272 0.46
H 3.1497 5.1766 -2.9015 -0.0174 -0.0032 -0.0101 0.39
H 1.7420 6.7851 -1.6551 0.0053 -0.0117 0.0064 0.39
H -0.3068 5.9982 -0.5143 0.0048 -0.0134 -0.0112 0.39
H -0.9293 3.5906 -0.6211 0.0245 0.0146 0.0151 0.26
C 2.3135 -3.2532 1.1848 -0.0042 0.0495 0.0280 -1.38
C 2.6337 -1.8670 1.6769 0.0917 -0.0631 0.0403 0.97
C 3.6939 -1.6469 2.5445 -0.1058 -0.1013 -0.0340 -0.84
C 4.0434 -0.3728 2.9669 0.0252 0.0359 0.0153 -1.03
C 3.3060 0.7043 2.4954 -0.0725 0.0365 0.0152 -0.81
C 2.2364 0.5439 1.6261 0.1153 0.0891 0.0986 0.76
C 1.5024 1.7369 1.0860 0.0272 -0.0798 0.0680 -0.65
C 1.8652 -0.7628 1.2148 -0.1088 0.1742 -0.9987 0.34
N 0.7602 -1.0038 0.4694 0.5104 -0.7832 2.0190 -0.53
H 2.6160 -4.0106 1.9126 -0.0007 0.0264 -0.0208 0.48
H 2.8292 -3.4672 0.2460 -0.0039 -0.0085 -0.0246 0.34
H 1.2446 -3.3496 0.9769 0.0383 -0.0051 0.0276 -0.07
H 4.2606 -2.5043 2.8957 -0.0039 0.0063 -0.0283 0.44
H 4.8829 -0.2199 3.6322 -0.0239 -0.0066 0.0212 0.39
H 3.5738 1.7114 2.8016 -0.0187 -0.0123 -0.0142 0.43
H 1.6793 2.6197 1.7032 0.0014 -0.0051 -0.0048 0.60
H 0.4268 1.5595 1.0137 0.0381 0.0299 0.0524 -0.25
H 1.8437 1.9663 0.0744 0.0688 -0.0027 0.1642 0.12
```
Positions in Å, forces in eV/Å.

The expectation value of S² is 0.760. The HOMO-LUMO gap (spin up / spin down) comes out at 6.14 / 5.92 eV. Its HOMO energy (spin up / spin down) is -0.214 / -0.206 Eh. Its multiplicity is 2. Its total charge is 0.

=====

Which value of multiplicity does entry 2 give? 2